A 10-piece molecular cluster, C56H100Cl4N8 overall at a distorted geometry. Source: the OMol25 dataset; level of theory: wB97M-V/def2-TZVPD.

Each atom is followed by the atoms it is bonded to, with distances in Å.
Cartesian coordinates (Å):
1 C 6.731 4.911 -0.049  N2 1.504, H15 1.090, H16 1.090, H17 1.090
2 N 6.533 3.620 0.696  C1 1.504, C3 1.350, C7 1.381
3 C 5.453 2.905 0.313  N2 1.350, C4 1.422, H18 1.080
4 C 5.047 1.756 1.047  C3 1.422, C5 1.435, H19 1.080
5 C 5.826 1.347 2.180  C4 1.435, C6 1.437, C8 1.471
6 C 7.049 2.068 2.407  C5 1.437, C7 1.353, H20 1.080
7 C 7.357 3.192 1.718  N2 1.381, C6 1.353, H21 1.080
8 C 5.530 0.069 2.843  C5 1.471, C9 1.395, C13 1.396
9 C 4.209 -0.291 3.108  C8 1.395, C10 1.389, H22 1.080
10 C 3.968 -1.493 3.762  C9 1.389, N11 1.351, H23 1.080
11 N 5.007 -2.260 4.156  C10 1.351, C12 1.384, C14 1.451
12 C 6.320 -1.986 3.815  N11 1.384, C13 1.396, H24 1.080
13 C 6.590 -0.780 3.166  C8 1.396, C12 1.396, H25 1.080
14 C 4.739 -3.397 5.018  N11 1.451, H26 1.090, H27 1.090, H28 1.090
15 H 6.176 5.649 0.530  C1 1.090
16 H 6.478 4.732 -1.094  C1 1.090
17 H 7.788 5.172 0.007  C1 1.090
18 H 4.874 3.316 -0.501  C3 1.080
19 H 4.157 1.226 0.741  C4 1.080
20 H 7.801 1.726 3.103  C6 1.080
21 H 8.258 3.774 1.841  C7 1.080
22 H 3.291 0.262 2.974  C9 1.080
23 H 2.964 -1.760 4.058  C10 1.080
24 H 7.024 -2.748 4.116  C12 1.080
25 H 7.611 -0.546 2.903  C13 1.080
26 H 4.200 -4.076 4.357  C14 1.090
27 H 4.178 -3.052 5.886  C14 1.090
28 H 5.624 -3.880 5.430  C14 1.090
29 C 0.642 -1.358 -2.040  N30 1.490, H43 1.090, H44 1.090, H45 1.090
30 N 0.059 -0.528 -3.131  C29 1.490, C31 1.358, C35 1.347
31 C 0.056 -0.873 -4.445  N30 1.358, C32 1.411, H46 1.080
32 C -0.530 -0.026 -5.409  C31 1.411, C33 1.397, H47 1.080
33 C -1.197 1.133 -5.005  C32 1.397, C34 1.403, C36 1.468
34 C -1.173 1.446 -3.637  C33 1.403, C35 1.382, H48 1.080
35 C -0.485 0.642 -2.748  N30 1.347, C34 1.382, H49 1.080
36 C -1.778 2.012 -6.027  C33 1.468, C37 1.425, C41 1.422
37 C -1.909 3.419 -5.839  C36 1.425, C38 1.330, H50 1.080
38 C -2.258 4.206 -6.853  C37 1.330, N39 1.324, H51 1.080
39 N -2.624 3.741 -8.037  C38 1.324, C40 1.349, C42 1.528
40 C -2.628 2.416 -8.293  N39 1.349, C41 1.433, H52 1.080
41 C -2.235 1.494 -7.269  C36 1.422, C40 1.433, H53 1.080
42 C -2.971 4.698 -9.176  N39 1.528, H54 1.090, H55 1.090, H56 1.090
43 H 1.367 -2.081 -2.415  C29 1.090
44 H -0.152 -2.011 -1.677  C29 1.090
45 H 1.034 -0.714 -1.253  C29 1.090
46 H 0.619 -1.727 -4.793  C31 1.080
47 H -0.410 -0.388 -6.419  C32 1.080
48 H -1.731 2.326 -3.353  C34 1.080
49 H -0.420 0.855 -1.691  C35 1.080
50 H -1.521 3.840 -4.924  C37 1.080
51 H -2.114 5.269 -6.732  C38 1.080
52 H -2.983 2.292 -9.305  C40 1.080
53 H -2.231 0.430 -7.450  C41 1.080
54 H -3.534 5.496 -8.692  C42 1.090
55 H -3.656 4.241 -9.890  C42 1.090
56 H -2.048 4.948 -9.700  C42 1.090
57 C -3.839 2.469 -0.118  C58 1.489, H66 1.090, H67 1.090, H68 1.090
58 C -4.370 1.248 -0.784  C57 1.489, C59 1.573, H69 1.090, H70 1.090
59 C -5.943 1.268 -0.765  C58 1.573, N60 1.569, H71 1.090, H72 1.090
60 N -6.544 -0.145 -1.087  C59 1.569, C61 1.570, C62 1.538, C65 1.543
61 C -5.920 -0.883 -2.324  N60 1.570, H73 1.090, H74 1.090, H75 1.090
62 C -8.062 0.037 -1.259  N60 1.538, C63 1.516, H76 1.090, H77 1.090
63 C -8.781 -1.220 -0.814  C62 1.516, C64 1.541, H78 1.090, H79 1.090
64 C -7.716 -2.075 -0.099  C63 1.541, C65 1.542, H80 1.090, H81 1.090
65 C -6.503 -1.143 0.089  N60 1.543, C64 1.542, H82 1.090, H83 1.090
66 H -4.102 3.436 -0.548  C57 1.090
67 H -2.792 2.638 -0.367  C57 1.090
68 H -3.888 2.573 0.966  C57 1.090
69 H -3.958 0.377 -0.275  C58 1.090
70 H -3.969 1.081 -1.784  C58 1.090
71 H -6.343 1.953 -1.512  C59 1.090
72 H -6.375 1.548 0.196  C59 1.090
73 H -6.112 -0.114 -3.073  C61 1.090
74 H -6.464 -1.820 -2.208  C61 1.090
75 H -4.863 -0.927 -2.062  C61 1.090
76 H -8.187 0.308 -2.308  C62 1.090
77 H -8.428 0.794 -0.565  C62 1.090
78 H -8.912 -1.759 -1.752  C63 1.090
79 H -9.660 -1.024 -0.200  C63 1.090
80 H -7.549 -3.047 -0.564  C64 1.090
81 H -8.136 -2.396 0.854  C64 1.090
82 H -5.641 -1.797 0.223  C65 1.090
83 H -6.679 -0.702 1.070  C65 1.090
84 C 2.895 6.483 -0.564  C85 1.595, H93 1.090, H94 1.090, H95 1.090
85 C 2.229 6.190 0.855  C84 1.595, C86 1.584, H96 1.090, H97 1.090
86 C 3.250 5.738 1.979  C85 1.584, N87 1.596, H98 1.090, H99 1.090
87 N 2.467 4.944 3.121  C86 1.596, C88 1.550, C89 1.509, C92 1.509
88 C 1.632 6.023 3.856  N87 1.550, H100 1.090, H101 1.090, H102 1.090
89 C 3.481 4.283 4.022  N87 1.509, C90 1.516, H103 1.090, H104 1.090
90 C 2.732 3.195 4.765  C89 1.516, C91 1.505, H105 1.090, H106 1.090
91 C 1.498 2.889 3.961  C90 1.505, C92 1.545, H107 1.090, H108 1.090
92 C 1.625 3.766 2.696  N87 1.509, C91 1.545, H109 1.090, H110 1.090
93 H 3.798 7.075 -0.414  C84 1.090
94 H 2.181 7.039 -1.172  C84 1.090
95 H 3.210 5.559 -1.049  C84 1.090
96 H 1.379 5.542 0.640  C85 1.090
97 H 1.662 7.098 1.062  C85 1.090
98 H 3.715 6.561 2.523  C86 1.090
99 H 3.966 5.047 1.535  C86 1.090
100 H 0.915 6.510 3.195  C88 1.090
101 H 2.326 6.809 4.153  C88 1.090
102 H 1.015 5.566 4.630  C88 1.090
103 H 3.862 4.970 4.777  C89 1.090
104 H 4.176 3.803 3.333  C89 1.090
105 H 2.505 3.463 5.797  C90 1.090
106 H 3.448 2.383 4.894  C90 1.090
107 H 0.550 2.921 4.499  C91 1.090
108 H 1.471 1.819 3.752  C91 1.090
109 H 0.606 4.004 2.390  C92 1.090
110 H 2.273 3.351 1.924  C92 1.090
111 C -1.295 -6.505 0.927  C112 1.495, H120 1.090, H121 1.090, H122 1.090
112 C -0.533 -6.840 -0.315  C111 1.495, C113 1.599, H123 1.090, H124 1.090
113 C -0.090 -5.514 -1.090  C112 1.599, N114 1.565, H125 1.090, H126 1.090
114 N 0.775 -5.802 -2.362  C113 1.565, C115 1.568, C116 1.507, C119 1.489
115 C 2.163 -6.366 -1.898  N114 1.568, H127 1.090, H128 1.090, H129 1.090
116 C 0.919 -4.591 -3.247  N114 1.507, C117 1.470, H130 1.090, H131 1.090
117 C 0.664 -5.023 -4.629  C116 1.470, C118 1.544, H132 1.090, H133 1.090
118 C 0.640 -6.566 -4.612  C117 1.544, C119 1.552, H134 1.090, H135 1.090
119 C 0.016 -6.766 -3.206  N114 1.489, C118 1.552, H136 1.090, H137 1.090
120 H -1.303 -7.207 1.761  C111 1.090
121 H -2.360 -6.399 0.717  C111 1.090
122 H -1.000 -5.559 1.380  C111 1.090
123 H -0.902 -7.615 -0.987  C112 1.090
124 H 0.380 -7.330 0.026  C112 1.090
125 H 0.597 -4.963 -0.447  C113 1.090
126 H -0.893 -4.885 -1.475  C113 1.090
127 H 2.713 -6.511 -2.828  C115 1.090
128 H 2.160 -7.363 -1.458  C115 1.090
129 H 2.626 -5.650 -1.219  C115 1.090
130 H 1.943 -4.260 -3.078  C116 1.090
131 H 0.168 -3.861 -2.946  C116 1.090
132 H 1.488 -4.828 -5.316  C117 1.090
133 H -0.255 -4.723 -5.132  C117 1.090
134 H 1.663 -6.919 -4.743  C118 1.090
135 H 0.160 -7.064 -5.455  C118 1.090
136 H 0.240 -7.736 -2.763  C119 1.090
137 H -1.061 -6.636 -3.105  C119 1.090
138 C 0.425 -4.253 4.790  C139 1.478, H147 1.090, H148 1.090, H149 1.090
139 C -0.470 -3.535 3.858  C138 1.478, C140 1.571, H150 1.090, H151 1.090
140 C -0.646 -2.008 4.184  C139 1.571, N141 1.540, H152 1.090, H153 1.090
141 N -1.319 -1.132 3.112  C140 1.540, C142 1.590, C143 1.599, C146 1.531
142 C -2.736 -1.678 2.639  N141 1.590, H154 1.090, H155 1.090, H156 1.090
143 C -0.387 -0.884 1.838  N141 1.599, C144 1.524, H157 1.090, H158 1.090
144 C -0.972 0.367 1.194  C143 1.524, C145 1.519, H159 1.090, H160 1.090
145 C -1.508 1.213 2.336  C144 1.519, C146 1.557, H161 1.090, H162 1.090
146 C -1.542 0.302 3.598  N141 1.531, C145 1.557, H163 1.090, H164 1.090
147 H -0.055 -4.373 5.761  C138 1.090
148 H 1.308 -3.689 5.087  C138 1.090
149 H 0.739 -5.265 4.533  C138 1.090
150 H -1.472 -3.942 3.724  C139 1.090
151 H -0.011 -3.608 2.872  C139 1.090
152 H 0.277 -1.566 4.559  C140 1.090
153 H -1.393 -1.950 4.975  C140 1.090
154 H -2.686 -2.727 2.348  C142 1.090
155 H -3.046 -1.033 1.816  C142 1.090
156 H -3.410 -1.492 3.475  C142 1.090
157 H -0.264 -1.832 1.314  C143 1.090
158 H 0.569 -0.713 2.333  C143 1.090
159 H -1.730 0.082 0.465  C144 1.090
160 H -0.176 0.903 0.677  C144 1.090
161 H -2.513 1.610 2.196  C145 1.090
162 H -0.855 2.084 2.374  C145 1.090
163 H -2.542 0.444 4.008  C146 1.090
164 H -0.827 0.590 4.369  C146 1.090
165 Cl 1.746 2.457 -0.658  no bonds
166 Cl 2.358 -3.115 1.082  no bonds
167 Cl -1.957 4.473 3.678  no bonds
168 Cl -3.627 -0.605 6.548  no bonds

Values from the calculation:
Gap between HOMO and LUMO (eV): 1.2
HOMO level (eV): -11.651
Net charge: +4
Calculated total energy (hartree): -4471.10502